Entry 1:
89
Properties=species:S:1:pos:R:3:forces:R:3 method="wB97M-V/def2-TZVPD" e_tot_ev=-181234.2452 e_lumo_ev=3.59 charge=-2 molar_mass_g_mol=842.72 relative_energy_ev=0.777 homo_lumo_gap_ev=3.9
Mg 1.925 0.552 1.476 -0.378 0.700 -0.172
N 5.770 -1.918 0.083 -0.012 -0.002 0.030
C 4.682 -1.418 0.790 0.058 0.006 -0.031
S 3.149 -2.149 0.532 -0.031 -0.141 0.085
N 4.981 -0.457 1.620 -0.095 0.054 0.005
N 3.879 0.044 2.286 0.203 -0.194 -0.262
C 4.080 0.419 3.480 -0.014 0.126 0.332
C 2.970 0.943 4.280 0.084 -0.017 -0.098
C 3.154 1.338 5.588 -0.052 0.049 0.129
C 2.049 1.793 6.306 0.137 -0.022 0.052
C 0.824 1.845 5.683 -0.162 0.006 -0.103
C 0.725 1.431 4.352 0.086 -0.020 0.008
N 1.772 0.980 3.674 -0.065 -0.057 -0.020
H 5.512 -2.421 -0.748 -0.003 0.000 -0.021
H 6.530 -1.262 -0.012 0.002 0.000 -0.010
H 5.069 0.324 3.924 0.032 0.007 0.028
H 4.143 1.298 6.029 -0.013 -0.002 -0.002
H 2.160 2.123 7.332 0.006 -0.001 -0.005
H -0.066 2.229 6.160 0.023 0.022 0.006
H -0.231 1.476 3.840 -0.035 0.040 -0.041
S -2.742 2.322 3.482 0.107 0.027 -0.022
As -1.539 4.080 2.880 -0.011 -0.078 0.102
S 2.018 3.130 1.308 -0.145 -0.099 0.072
S -0.056 2.728 1.374 0.142 0.006 0.092
S -0.333 4.729 4.537 -0.057 -0.067 -0.076
C -2.160 -0.004 0.552 -0.059 -0.020 0.123
N -1.943 -0.848 1.717 -0.021 0.004 -0.024
C -3.133 -1.088 2.521 0.019 0.057 -0.082
C -2.897 -2.212 3.503 -0.012 -0.016 0.035
C -1.636 -1.909 4.284 0.043 0.017 0.015
N -0.527 -1.699 3.369 0.049 0.128 -0.131
C 0.799 -1.966 3.895 -0.069 -0.063 0.015
C -0.688 -1.011 2.195 0.046 0.025 0.077
O 0.292 -0.614 1.540 0.119 -0.404 -0.014
H -2.761 -0.555 -0.184 0.014 0.031 0.057
H -1.201 0.269 0.126 0.000 0.004 0.019
H -2.672 0.911 0.861 -0.003 0.020 -0.001
H -3.948 -1.330 1.835 -0.013 -0.045 -0.025
H -3.390 -0.157 3.036 -0.037 0.038 0.023
H -2.777 -3.165 2.979 -0.008 0.004 -0.012
H -3.749 -2.296 4.181 0.009 0.008 -0.006
H -1.371 -2.751 4.928 0.013 -0.012 0.019
H -1.779 -1.029 4.921 -0.018 0.033 -0.021
H 0.822 -2.992 4.274 -0.008 0.006 -0.015
H 1.056 -1.286 4.712 -0.016 -0.023 -0.013
H 1.543 -1.878 3.108 0.024 0.025 -0.060
C -3.241 1.214 -4.301 -0.010 -0.047 -0.040
C -2.066 2.074 -3.819 0.053 0.003 0.018
C -2.239 3.467 -4.442 -0.002 0.030 -0.008
C -2.159 2.250 -2.296 0.017 -0.004 -0.027
C -0.708 1.441 -4.283 -0.018 0.031 -0.003
O -0.572 1.649 -5.707 -0.008 -0.025 -0.003
C -0.574 -0.086 -4.081 -0.026 -0.048 0.018
C -0.874 -0.751 -2.727 0.040 0.028 -0.050
C -0.566 -2.227 -2.761 0.087 0.058 0.054
C -1.352 -3.109 -3.496 -0.033 -0.045 -0.062
C -1.063 -4.464 -3.540 0.019 0.001 0.013
C 0.029 -4.937 -2.830 -0.069 -0.020 -0.055
Cl 0.399 -6.647 -2.881 -0.008 0.005 -0.001
C 0.821 -4.089 -2.081 0.066 -0.009 0.068
C 0.519 -2.735 -2.052 -0.052 0.016 0.010
C 0.527 2.202 -3.731 -0.014 -0.074 0.105
N 1.258 1.524 -2.683 0.060 0.165 -0.051
C 1.068 1.566 -1.364 -0.024 0.131 0.033
N 1.882 0.710 -0.777 0.335 -0.187 0.026
C 2.614 0.206 -1.803 -0.240 -0.118 -0.147
N 2.266 0.662 -2.987 -0.028 -0.015 0.115
H -4.181 1.716 -4.060 0.021 -0.006 -0.001
H -3.264 0.231 -3.828 0.006 0.009 0.002
H -3.228 1.068 -5.387 -0.003 0.003 0.037
H -3.167 3.906 -4.068 0.022 -0.008 -0.005
H -2.284 3.427 -5.530 -0.006 -0.002 0.018
H -1.430 4.143 -4.162 0.004 -0.011 -0.011
H -3.183 2.523 -2.025 0.028 0.001 -0.010
H -1.522 3.058 -1.933 0.039 -0.028 0.014
H -1.906 1.357 -1.733 0.007 -0.013 0.002
H -1.277 1.157 -6.140 0.001 -0.002 -0.001
H 0.450 -0.337 -4.366 -0.011 -0.030 -0.016
H -1.218 -0.560 -4.831 -0.030 0.028 -0.004
H -1.922 -0.614 -2.456 -0.021 -0.016 -0.012
H -0.288 -0.311 -1.923 -0.017 0.029 -0.031
H -2.213 -2.732 -4.040 0.008 -0.013 0.000
H -1.677 -5.150 -4.108 -0.002 0.001 -0.004
H 1.660 -4.470 -1.512 0.005 0.040 -0.014
H 1.137 -2.076 -1.452 -0.010 -0.004 0.001
H 0.257 3.188 -3.364 -0.025 0.043 0.061
H 1.224 2.327 -4.555 -0.003 -0.014 -0.051
H 0.370 2.209 -0.829 -0.039 -0.044 -0.080
H 3.387 -0.531 -1.667 0.002 0.005 0.034


Entry 2:
82
Properties=species:S:1:pos:R:3:forces:R:3 method="wB97M-V/def2-TZVPD" e_tot_ev=-131514.3408 e_lumo_ev="-1.93 / -4.34" charge=+1 molar_mass_g_mol=906.98 relative_energy_ev=0.000 multiplicity=5 s_squared=6.062 homo_lumo_gap_ev="6.9 / 6.0"
Os -0.774 -0.058 -0.761 0.668 -0.056 0.547
C -2.143 -0.980 0.372 -0.067 0.299 -0.110
C -3.046 -1.561 0.962 -0.305 -0.097 0.134
C -4.053 -2.225 1.688 0.075 0.085 0.091
C -4.405 -3.587 1.344 0.045 0.073 0.008
C -5.559 -4.208 1.853 -0.066 0.017 0.005
C -5.858 -5.519 1.531 -0.009 -0.008 -0.005
C -5.028 -6.246 0.684 -0.004 0.023 0.015
C -3.903 -5.635 0.139 -0.005 0.025 -0.004
C -3.597 -4.326 0.461 0.006 -0.039 -0.004
C -4.654 -1.473 2.810 0.038 -0.103 -0.090
C -4.872 -2.062 4.060 0.030 -0.028 0.041
C -5.400 -1.323 5.109 -0.005 0.006 -0.039
C -5.729 0.015 4.931 0.016 -0.040 -0.014
C -5.521 0.611 3.693 0.004 0.010 -0.005
C -4.985 -0.124 2.647 -0.022 0.021 -0.027
H -6.240 -3.642 2.476 0.044 -0.033 0.019
H -6.753 -5.979 1.935 0.045 0.033 -0.022
H -5.264 -7.274 0.439 0.004 0.042 -0.002
H -3.266 -6.185 -0.544 -0.014 0.021 0.035
H -2.725 -3.850 0.026 -0.012 -0.041 0.000
H -4.599 -3.099 4.215 -0.025 0.032 -0.009
H -5.555 -1.794 6.072 0.016 0.008 -0.037
H -6.149 0.588 5.749 0.019 -0.029 -0.033
H -5.793 1.650 3.542 0.012 -0.056 -0.009
H -4.852 0.329 1.671 0.005 0.019 0.005
C 2.101 -1.152 -2.428 0.067 0.097 -0.109
C 1.653 0.239 -2.704 -0.150 0.208 -0.023
N 0.585 0.835 -2.190 0.093 -0.165 0.229
C 0.513 2.113 -2.718 -0.115 -0.210 0.031
C 1.553 2.285 -3.559 0.190 -0.035 -0.024
N 2.267 1.096 -3.547 0.276 0.127 -0.030
C 3.501 0.852 -4.293 -0.052 0.035 0.050
N 4.692 0.840 -3.498 -0.361 -0.162 -0.029
N 5.225 -0.349 -3.094 0.272 0.362 0.160
N 6.278 -0.119 -2.409 -0.202 0.101 -0.121
C 6.468 1.253 -2.341 0.142 -0.264 0.118
C 7.473 1.997 -1.717 0.103 0.050 0.043
C 7.388 3.368 -1.808 0.002 -0.031 0.021
C 6.331 3.995 -2.505 -0.023 -0.041 -0.009
C 5.341 3.270 -3.132 0.003 0.048 -0.032
C 5.444 1.879 -3.035 -0.134 0.034 0.001
H 1.372 -1.643 -1.791 -0.082 -0.066 0.056
H 3.075 -1.171 -1.938 0.019 0.041 0.012
H 2.187 -1.727 -3.351 0.001 0.030 0.002
H -0.280 2.793 -2.453 0.042 -0.091 -0.002
H 1.845 3.123 -4.172 -0.006 -0.095 0.043
H 3.583 1.643 -5.031 -0.035 0.066 -0.143
H 3.438 -0.103 -4.803 -0.011 -0.130 -0.023
H 8.286 1.504 -1.198 -0.056 0.034 -0.012
H 8.147 3.986 -1.345 -0.044 -0.035 -0.025
H 6.304 5.077 -2.553 0.010 -0.045 -0.001
H 4.540 3.760 -3.674 0.047 -0.030 0.044
N -0.009 -2.394 1.622 0.414 -0.110 -0.087
C 0.971 -1.548 1.326 0.045 -0.110 0.032
N 0.830 -0.409 0.654 -0.110 0.201 -0.288
C 2.056 0.306 0.632 -0.178 0.011 0.081
C 2.246 1.608 0.183 -0.069 0.046 -0.003
C 3.520 2.151 0.219 0.007 -0.004 -0.010
C 4.601 1.425 0.716 -0.021 0.004 -0.040
C 4.412 0.151 1.220 0.056 -0.060 0.064
C 3.132 -0.381 1.182 0.005 -0.094 0.009
S 2.593 -1.906 1.835 0.067 -0.050 0.046
H -0.951 -2.204 1.293 -0.214 0.055 0.023
H 0.204 -3.290 2.024 0.011 0.019 0.059
H 1.407 2.198 -0.155 0.015 -0.009 -0.062
H 3.675 3.164 -0.131 -0.007 -0.019 0.002
H 5.586 1.870 0.728 0.020 -0.007 0.004
H 5.232 -0.412 1.649 -0.038 0.052 -0.051
C -2.305 3.937 0.997 0.051 -0.043 0.005
C -1.649 2.593 1.015 0.085 -0.171 0.134
C -1.743 1.765 2.255 -0.047 0.081 0.023
O -1.043 2.183 0.025 -0.176 0.111 -0.160
H -3.349 3.839 1.306 0.054 -0.009 0.009
H -2.245 4.388 0.011 -0.002 -0.010 -0.010
H -1.815 4.581 1.732 -0.033 -0.028 -0.015
H -1.789 2.389 3.147 -0.009 -0.003 -0.011
H -0.914 1.064 2.310 0.018 0.003 -0.001
H -2.666 1.176 2.211 -0.001 0.029 -0.004
Se -3.788 0.075 -4.507 -0.065 0.010 -0.065
C -2.755 0.015 -3.127 0.242 -0.072 0.275
N -2.034 -0.023 -2.185 -0.605 0.159 -0.679


Entry 3:
18
Properties=species:S:1:pos:R:3:forces:R:3 method="wB97M-V/def2-TZVPD" e_tot_ev=-9910.6369 e_lumo_ev="3.77 / 3.70" charge=-1 molar_mass_g_mol=105.14 relative_energy_ev=0.802 multiplicity=2 s_squared=0.750 homo_lumo_gap_ev="2.7 / 9.6"
C -0.879 1.989 -0.618 0.327 0.839 -0.673
C -0.175 0.687 -0.380 0.142 -0.249 0.602
N -0.966 -0.371 -0.029 0.226 0.195 -0.965
C -0.354 -1.645 0.269 -0.353 -0.299 0.261
C -2.327 -0.475 -0.513 -0.760 0.064 0.201
O 1.057 0.632 -0.400 -0.112 -0.134 0.276
H -1.189 2.035 -1.663 -0.265 -0.096 -0.012
H -1.752 2.177 -0.001 -0.112 -0.201 0.116
H -0.171 2.822 -0.502 -0.020 -0.390 0.147
H 0.718 -1.514 0.302 0.184 -0.187 0.070
H -0.627 -2.426 -0.450 0.158 0.290 -0.314
H -0.752 -2.018 1.216 0.204 0.138 0.174
H -2.923 -1.027 0.217 -0.036 -0.077 -0.039
H -2.820 0.480 -0.663 0.126 0.186 0.182
H -2.426 -0.977 -1.490 0.368 -0.165 0.114
H 3.864 -0.020 1.113 -0.159 -0.153 0.094
H 2.377 -0.288 1.156 0.033 0.001 -0.091
O 3.212 -0.578 1.560 0.048 0.238 -0.144


Entry 4:
9
Properties=species:S:1:pos:R:3:forces:R:3 method="wB97M-V/def2-TZVPD" e_tot_ev=-9756.0894 e_lumo_ev=0.50 smiles="O=CNC(=O)O" molar_mass_g_mol=89.05 relative_energy_ev=0.000 homo_lumo_gap_ev=11.7
O -1.636 0.371 0.671 -0.306 -0.176 0.048
C -0.596 0.973 0.518 -0.422 0.871 0.399
N 0.494 0.475 -0.097 0.432 0.044 -0.023
C 0.679 -0.864 -0.488 0.541 -0.651 -0.259
O 1.762 -1.266 -0.812 -0.112 0.318 -0.010
O -0.399 -1.618 -0.467 -0.382 -0.116 0.090
H -0.473 2.015 0.885 0.030 -0.367 -0.193
H 1.328 1.034 -0.127 0.150 0.030 -0.021
H -1.159 -1.121 -0.083 0.068 0.047 -0.031


Copy entry 3 word for word.
18
Properties=species:S:1:pos:R:3:forces:R:3 method="wB97M-V/def2-TZVPD" e_tot_ev=-9910.6369 e_lumo_ev="3.77 / 3.70" charge=-1 molar_mass_g_mol=105.14 relative_energy_ev=0.802 multiplicity=2 s_squared=0.750 homo_lumo_gap_ev="2.7 / 9.6"
C -0.879 1.989 -0.618 0.327 0.839 -0.673
C -0.175 0.687 -0.380 0.142 -0.249 0.602
N -0.966 -0.371 -0.029 0.226 0.195 -0.965
C -0.354 -1.645 0.269 -0.353 -0.299 0.261
C -2.327 -0.475 -0.513 -0.760 0.064 0.201
O 1.057 0.632 -0.400 -0.112 -0.134 0.276
H -1.189 2.035 -1.663 -0.265 -0.096 -0.012
H -1.752 2.177 -0.001 -0.112 -0.201 0.116
H -0.171 2.822 -0.502 -0.020 -0.390 0.147
H 0.718 -1.514 0.302 0.184 -0.187 0.070
H -0.627 -2.426 -0.450 0.158 0.290 -0.314
H -0.752 -2.018 1.216 0.204 0.138 0.174
H -2.923 -1.027 0.217 -0.036 -0.077 -0.039
H -2.820 0.480 -0.663 0.126 0.186 0.182
H -2.426 -0.977 -1.490 0.368 -0.165 0.114
H 3.864 -0.020 1.113 -0.159 -0.153 0.094
H 2.377 -0.288 1.156 0.033 0.001 -0.091
O 3.212 -0.578 1.560 0.048 0.238 -0.144